1.
ORCA calculation (ωB97M-V/def2-TZVPD) on a single C2H4N2S3 molecule in a non-equilibrium geometry.

```
11
Properties=species:S:1:pos:R:3:forces:R:3:nbo_charge:R:1
S 2.282 -1.459 0.641 1.840 -1.106 0.136 0.06
N 0.894 -0.871 0.167 -3.497 2.663 -0.525 -0.22
N 0.006 -1.299 -0.631 0.489 -1.115 0.135 -0.18
C -1.295 -0.657 -0.575 -1.319 -2.095 0.125 -0.42
S -1.247 0.582 0.730 0.425 0.380 0.639 0.24
C 0.555 0.577 0.681 1.787 -0.363 1.551 -0.38
S 1.295 1.753 -0.578 -1.682 0.016 1.120 -0.02
H -1.648 -0.281 -1.556 0.642 -0.037 0.438 0.24
H -2.109 -1.525 -0.301 2.022 2.074 -0.429 0.25
H 1.137 0.740 1.721 -1.785 -0.573 -2.398 0.29
H 0.131 2.440 -0.298 1.078 0.157 -0.790 0.15
```
Positions in Å, forces in eV/Å.

The value obtained for the HOMO energy (alpha / beta) is -0.328 / -0.328 Eh. Its orbital gap (alpha / beta) is 8.34 / 8.34 eV. For the LUMO energy (alpha / beta), the calculation gives -0.58 / -0.58 eV. The structure (SMILES) is [S-][N+]1=NCS[C@@H]1S.



2.
ORCA calculation (ωB97M-V/def2-TZVPD) on a single C5H6O2 molecule.

```
13
Properties=species:S:1:pos:R:3:forces:R:3:nbo_charge:R:1
O -3.537 0.381 -0.665 0.507 -0.213 -0.026 -0.50
C -2.439 -0.111 -0.708 -0.361 0.103 0.018 0.46
C -1.680 -0.557 0.535 -0.049 0.010 0.077 -0.59
C -0.237 -0.368 0.393 0.530 0.074 -0.065 -0.02
C 0.945 -0.196 0.223 -0.495 -0.032 0.080 -0.03
C 2.378 0.089 0.050 0.004 -0.348 0.097 -0.13
O 2.619 1.324 -0.592 -0.080 0.243 0.109 -0.69
H -1.912 -0.287 -1.668 -0.080 0.039 0.076 0.12
H -2.086 -0.020 1.399 0.074 -0.071 -0.115 0.26
H -1.901 -1.624 0.686 0.027 0.133 -0.054 0.26
H 2.872 0.039 1.032 -0.081 0.027 -0.158 0.19
H 2.839 -0.675 -0.583 -0.086 0.074 0.089 0.21
H 2.140 2.004 -0.102 0.091 -0.039 -0.128 0.47
```
Positions in Å, forces in eV/Å.

The value obtained for the HOMO energy is -0.365 Eh. Its orbital gap is 10.67 eV. For the LUMO energy, the calculation gives 0.73 eV. The structure (SMILES) is O=CCC#CCO.



3.
ORCA calculation (ωB97M-V/def2-TZVPD) on a molecular structure, C7H21ClI2N5P2Pd in a non-equilibrium geometry.

```
39
Properties=species:S:1:pos:R:3:forces:R:3:nbo_charge:R:1
I 0.071 -2.647 0.840 -0.674 0.650 3.698 0.42
I 0.099 1.142 -2.876 0.085 2.030 0.715 0.49
Pd 0.552 0.569 0.330 -4.053 -4.161 -4.869 0.55
P 1.866 1.591 1.341 4.136 1.685 2.188 1.59
C 0.562 2.467 2.155 -0.233 0.694 0.029 -1.06
C 2.748 0.450 2.398 0.028 0.150 0.199 -1.02
H 3.305 1.121 3.080 0.009 -0.580 0.083 0.31
H 3.454 3.148 1.126 0.389 0.433 -0.375 0.30
H 3.427 -0.189 1.805 -0.194 0.471 0.337 0.31
H 3.633 1.980 -0.250 -0.195 0.179 0.385 0.32
H -0.289 1.775 2.431 0.988 0.894 0.123 0.30
H 2.035 -0.190 2.957 0.423 0.442 -0.105 0.29
C 2.931 2.581 0.348 0.124 0.281 0.093 -1.02
H 1.098 2.877 3.045 -0.864 0.140 -0.223 0.33
H 2.342 3.242 -0.301 0.243 -0.001 0.244 0.29
H 0.230 3.254 1.420 0.155 -0.432 1.125 0.30
P 0.093 -1.738 -1.609 -1.804 -4.221 -3.811 0.89
C -1.747 -2.058 -1.963 -0.135 0.493 0.730 -0.97
C 0.622 -1.613 -3.450 0.966 0.645 0.702 -0.89
H 1.783 -3.526 -1.365 -0.275 -0.236 -0.109 0.27
H 0.430 -4.204 -2.366 -0.229 0.313 0.204 0.31
H 0.248 -4.013 -0.577 0.281 -1.079 -1.366 0.21
C 0.693 -3.563 -1.511 0.739 1.016 -0.125 -0.90
H 1.714 -1.485 -3.444 -0.253 -0.032 -0.317 0.26
H 0.332 -2.453 -4.119 -0.215 0.437 0.721 0.31
H -1.977 -2.993 -2.546 0.603 0.891 0.496 0.29
H -2.147 -1.167 -2.501 0.158 -0.727 0.344 0.24
H 0.174 -0.664 -3.848 0.166 -1.176 -0.713 0.18
H -2.218 -2.126 -0.959 -0.103 0.018 -0.826 0.25
Cl 2.273 -0.508 -0.704 1.163 0.378 -0.016 -0.32
N -4.137 1.056 2.751 4.153 0.766 -1.899 -0.62
N -3.215 1.273 1.636 -2.194 -5.190 0.179 0.18
N -3.691 1.350 0.351 3.255 0.244 0.395 -0.17
C -2.559 1.010 -0.353 -1.589 1.714 1.748 0.16
N -1.515 0.684 0.481 -3.319 -0.872 -0.283 -0.48
N -2.066 0.535 1.693 0.046 3.580 0.230 -0.07
H -3.475 0.706 3.519 -2.710 0.688 -0.953 0.46
H -5.117 1.180 2.460 0.664 -0.344 0.922 0.47
H -2.561 1.145 -1.424 0.266 -0.180 0.100 0.25
```
Positions in Å, forces in eV/Å.

The value obtained for the HOMO energy (alpha / beta) is -0.675 / -0.686 Eh. Its orbital gap (alpha / beta) is 6.94 / 4.41 eV. For the LUMO energy (alpha / beta), the calculation gives -11.43 / -14.26 eV. As for the charge: +3. Its multiplicity is 5.



4.
ORCA calculation (ωB97M-V/def2-TZVPD) on 4 unconnected molecules or ions with the total composition C2H12O3S in a non-equilibrium geometry.

```
18
Properties=species:S:1:pos:R:3:forces:R:3:nbo_charge:R:1
C -2.836 0.999 -0.279 3.434 -0.976 -1.293 -0.57
S -0.890 0.412 -0.747 -2.649 -0.934 2.526 -0.16
C -1.078 -1.098 0.709 -0.335 3.194 -1.850 -0.56
H -2.651 1.079 0.766 -0.644 -0.074 0.752 0.22
H -3.265 0.099 -0.688 -0.837 0.227 0.341 0.22
H -3.088 1.937 -0.747 0.015 -0.002 -0.242 0.22
H -0.391 -1.879 0.473 0.314 -0.403 -0.089 0.23
H -0.865 -0.511 1.602 -0.021 -0.610 -0.010 0.24
H -2.132 -1.287 0.547 0.110 -0.556 0.251 0.20
O 1.298 0.301 2.177 0.277 -0.485 -1.032 -0.96
H 1.894 -0.360 1.767 0.118 0.103 0.633 0.49
H 0.904 0.570 1.331 -0.286 0.587 0.373 0.46
O 1.718 0.525 -2.172 -0.945 0.077 0.114 -0.96
H 1.788 1.486 -2.189 0.358 0.024 0.016 0.47
H 0.743 0.427 -2.012 1.087 -0.211 -0.391 0.48
O 2.748 -1.104 0.067 -0.407 -0.066 0.113 -0.99
H 2.400 -0.547 -0.654 0.393 -0.013 -0.036 0.51
H 3.705 -1.048 0.048 0.019 0.119 -0.178 0.48
```
Positions in Å, forces in eV/Å.

The value obtained for the HOMO energy is -0.342 Eh. Its orbital gap is 9.76 eV. For the LUMO energy, the calculation gives 0.46 eV. The structure (SMILES) is CSC.O.O.O.



5.
ORCA calculation (ωB97M-V/def2-TZVPD) on a molecular structure, C32H51BCl2N2O2P2PtS.

```
94
Properties=species:S:1:pos:R:3:forces:R:3:mulliken_charge:R:1
Pt -0.398 -0.209 -1.033 0.211 -0.701 -0.054 0.52
C -3.619 1.214 0.413 -0.093 0.006 0.008 -1.65
C -3.759 -0.290 0.620 -0.080 0.005 0.110 2.08
C -4.628 -0.880 -0.491 0.020 0.014 -0.063 -1.77
C -4.428 -0.516 1.984 0.024 0.010 0.020 -1.53
P -2.051 -1.002 0.559 -0.014 -0.303 0.106 0.67
C -1.239 -0.635 2.205 -0.083 -0.006 -0.132 -1.43
N 0.157 -0.394 1.939 -0.184 -0.189 -0.548 0.71
B 0.694 -0.194 0.649 -0.118 0.257 0.179 -0.72
N 2.044 0.210 0.762 -0.315 -0.114 -0.785 0.80
C 2.854 0.573 -0.383 -0.087 -0.217 -0.006 -1.78
P 1.927 -0.055 -1.884 0.207 -0.062 0.060 0.77
C 2.362 1.052 -3.336 -0.038 -0.057 -0.062 2.03
C 1.572 2.362 -3.271 -0.067 -0.051 -0.050 -1.99
C 3.855 1.412 -3.380 0.047 -0.003 0.105 -1.56
C 1.962 0.323 -4.624 -0.019 -0.025 0.014 -1.74
C 2.691 -1.787 -2.075 0.004 0.022 0.248 2.00
C 4.117 -1.721 -2.636 -0.047 -0.004 -0.138 -1.81
C 2.791 -2.436 -0.681 -0.005 0.016 0.039 -1.74
C 1.853 -2.718 -2.955 -0.075 0.013 0.103 -1.55
C 2.351 0.204 2.114 0.095 -0.159 0.667 0.48
C 3.531 0.520 2.775 -0.129 -0.034 -0.129 -1.39
C 3.530 0.464 4.158 -0.104 -0.041 0.180 -0.82
C 2.384 0.102 4.872 0.182 0.046 -0.018 -0.87
C 1.202 -0.217 4.226 -0.034 -0.024 -0.168 -1.10
C 1.188 -0.168 2.839 0.566 0.214 0.345 0.60
C -2.063 -2.892 0.475 0.110 0.077 0.124 1.74
C -0.587 -3.310 0.507 0.005 0.038 -0.034 -1.37
C -2.793 -3.545 1.655 0.023 0.008 -0.027 -1.69
C -2.675 -3.442 -0.819 -0.066 0.125 -0.109 -1.70
H -4.617 1.657 0.417 -0.022 0.032 -0.004 0.68
H -3.138 1.465 -0.533 -0.007 -0.007 0.008 0.01
H -3.064 1.664 1.231 0.059 0.077 0.020 0.38
H -5.553 -0.304 -0.537 -0.013 0.023 -0.014 0.53
H -4.903 -1.914 -0.302 0.016 -0.020 0.019 0.30
H -4.148 -0.811 -1.469 0.004 -0.018 -0.026 0.24
H -5.414 -0.048 1.949 -0.027 0.008 -0.010 0.53
H -3.884 -0.034 2.796 0.012 -0.019 0.015 0.32
H -4.578 -1.562 2.234 0.034 -0.037 -0.030 0.27
H -1.384 -1.493 2.864 -0.015 0.012 0.035 0.65
H -1.716 0.230 2.675 0.040 0.021 -0.066 0.53
H 3.815 0.056 -0.355 0.057 0.110 -0.032 0.70
H 3.048 1.647 -0.449 -0.154 0.011 0.025 0.40
H 1.845 2.974 -2.414 -0.017 0.034 0.066 0.33
H 0.494 2.204 -3.281 -0.003 -0.025 0.052 0.29
H 1.815 2.928 -4.172 0.037 0.033 0.006 0.67
H 4.241 1.752 -2.417 -0.013 0.012 -0.003 0.30
H 3.972 2.244 -4.075 0.003 0.009 -0.030 0.52
H 4.482 0.604 -3.740 0.003 -0.057 0.023 0.36
H 0.905 0.050 -4.618 -0.036 -0.011 -0.006 0.19
H 2.553 -0.574 -4.794 0.008 -0.020 -0.034 0.25
H 2.128 0.991 -5.470 0.010 0.026 0.001 0.55
H 4.753 -0.994 -2.133 -0.015 0.025 0.036 0.34
H 4.128 -1.523 -3.706 0.047 0.041 -0.016 0.35
H 4.571 -2.703 -2.487 -0.008 -0.017 -0.003 0.51
H 3.652 -2.082 -0.114 -0.012 0.060 0.007 0.40
H 2.920 -3.510 -0.820 0.059 -0.019 -0.025 0.62
H 1.906 -2.294 -0.066 -0.033 -0.065 0.001 0.19
H 1.608 -2.307 -3.929 0.001 0.028 -0.037 0.34
H 0.930 -3.018 -2.450 0.031 0.044 -0.033 0.08
H 2.432 -3.629 -3.112 0.004 -0.034 -0.020 0.56
H 4.422 0.808 2.233 0.018 0.005 -0.041 0.53
H 4.437 0.705 4.694 0.005 0.000 0.031 0.48
H 2.420 0.066 5.952 0.022 0.009 0.019 0.48
H 0.320 -0.496 4.787 -0.041 -0.002 0.013 0.55
H -0.055 -2.963 1.393 0.032 0.034 0.005 0.15
H -0.059 -2.952 -0.384 -0.009 -0.023 0.034 -0.09
H -0.532 -4.399 0.493 -0.006 -0.039 0.007 0.88
H -2.448 -3.222 2.636 0.022 0.039 0.010 0.27
H -2.606 -4.618 1.591 -0.018 -0.035 0.015 0.48
H -3.870 -3.408 1.596 -0.035 0.034 0.004 0.40
H -2.451 -2.837 -1.696 0.006 -0.036 0.069 0.07
H -3.753 -3.554 -0.750 -0.010 0.040 0.001 0.48
H -2.264 -4.438 -0.990 0.000 -0.017 -0.016 0.50
Cl -1.154 -1.876 -3.660 0.048 -0.060 -0.082 -0.02
C -2.124 -0.565 -4.335 -0.086 0.067 -0.119 -0.66
Cl -2.089 0.804 -3.210 -0.040 0.044 0.040 -0.01
H -3.150 -0.896 -4.458 0.045 -0.005 0.013 0.46
H -1.681 -0.252 -5.276 -0.047 -0.021 0.041 0.47
O -0.355 5.688 5.050 0.006 0.061 0.144 -0.45
C -1.370 5.222 4.314 -0.172 -0.068 -0.116 0.45
O -2.510 5.406 4.619 0.108 0.015 0.009 -0.50
C -1.024 4.417 3.085 -0.026 0.123 0.173 0.58
C -1.878 4.522 1.995 -0.072 -0.078 -0.086 -0.92
C -1.682 3.717 0.890 -0.140 -0.073 -0.180 -0.46
C -0.617 2.807 0.853 -0.168 0.138 -0.056 0.60
S -0.270 2.037 -0.686 0.270 0.952 0.122 -0.15
C 0.282 2.780 1.913 0.166 -0.027 0.153 -0.47
C 0.065 3.557 3.039 0.129 -0.092 -0.102 -0.92
H 0.496 5.584 4.610 0.051 -0.009 -0.049 0.34
H -2.705 5.216 2.046 -0.028 -0.005 -0.042 0.47
H -2.337 3.796 0.034 -0.118 -0.005 -0.004 0.56
H 1.165 2.172 1.845 0.088 -0.057 0.085 0.37
H 0.750 3.483 3.874 0.013 -0.024 -0.001 0.53
```
Positions in Å, forces in eV/Å.

The value obtained for the HOMO energy is -0.491 Eh. Its orbital gap is 5.24 eV. For the LUMO energy, the calculation gives -8.14 eV. As for the charge: +2.



6.
ORCA calculation (ωB97M-V/def2-TZVPD) on a single C6H10O5S molecule in a non-equilibrium geometry.

```
22
Properties=species:S:1:pos:R:3:forces:R:3:nbo_charge:R:1
C -1.652 0.089 0.382 -1.916 0.062 0.178 0.08
C -0.425 -0.761 0.450 1.236 -0.631 0.390 0.03
C -1.674 0.683 -0.984 0.214 1.232 0.599 -0.51
C 0.779 0.081 0.055 0.188 1.438 -2.069 0.07
C -0.477 0.773 -1.836 0.215 1.625 -0.909 0.38
C 2.193 -0.430 0.402 -0.608 0.629 0.813 -0.65
O -2.646 0.173 -3.445 -0.208 -0.176 -0.243 -0.95
O 0.688 0.223 -1.446 1.045 -0.618 1.333 -0.53
O -1.763 1.110 1.426 0.666 -1.560 0.089 -0.71
O -0.584 -1.919 -0.382 -4.039 1.997 2.429 -0.70
O -0.305 2.038 -2.579 -0.857 -2.614 1.974 -0.68
S -1.811 -0.443 -2.395 -0.174 0.996 -1.002 1.18
H -2.583 -0.499 0.528 0.674 -0.225 -0.427 0.20
H -0.298 -0.979 1.490 0.264 -0.850 0.894 0.17
H -2.172 1.629 -1.009 -0.992 0.202 -0.461 0.29
H 0.536 1.139 0.397 0.895 -1.263 0.242 0.22
H 2.583 -1.336 -0.014 -0.881 -1.203 -0.290 0.22
H 2.274 -0.462 1.485 -0.169 -0.380 0.238 0.22
H 3.034 0.173 0.140 -0.003 1.490 -0.518 0.24
H -1.952 0.572 2.239 0.232 0.998 -0.915 0.47
H 0.208 -2.208 -0.683 3.931 -1.239 -1.410 0.48
H -0.016 1.728 -3.429 0.285 0.090 -0.938 0.48
```
Positions in Å, forces in eV/Å.

The value obtained for the HOMO energy is -0.322 Eh. Its orbital gap is 9.20 eV. For the LUMO energy, the calculation gives 0.44 eV.



7.
ORCA calculation (ωB97M-V/def2-TZVPD) on a molecular structure, C17H39OP3PbSe in a non-equilibrium geometry.

```
62
Properties=species:S:1:pos:R:3:forces:R:3:nbo_charge:R:1
Pb -0.055 -0.006 -0.148 -0.539 0.070 1.334 0.63
P -2.547 -0.113 -0.695 1.067 0.055 -0.027 1.14
P 0.192 -2.599 -0.283 0.156 0.902 -0.012 1.13
P -0.001 2.595 -0.341 0.152 -0.999 0.019 1.13
H 1.607 -0.927 -2.230 0.504 1.106 0.515 0.24
C 1.764 0.040 -1.682 -0.033 -0.022 -1.389 -0.59
C 2.349 0.080 -0.418 1.060 0.032 0.031 -0.40
H 2.730 -0.847 0.063 -0.249 0.990 -0.398 0.26
C -2.693 -0.144 -2.480 -0.176 -0.010 0.350 -0.97
C -3.335 -1.565 -0.026 0.262 0.254 -0.058 -0.96
C -3.464 1.285 -0.078 0.301 -0.241 -0.045 -0.96
C 1.912 -3.112 -0.262 -0.475 0.262 0.039 -0.96
C -0.658 -3.588 0.946 0.186 0.538 -0.297 -0.95
C -0.443 -3.000 -1.919 0.085 -0.040 0.278 -0.97
C 1.676 3.231 -0.355 -0.477 -0.284 0.075 -0.96
C -0.912 3.512 0.897 0.249 -0.491 -0.297 -0.95
C -0.688 2.932 -1.970 0.097 0.046 0.301 -0.97
H 1.532 0.974 -2.261 0.593 -1.056 0.536 0.25
H 2.658 1.046 0.036 -0.171 -1.010 -0.363 0.26
H -3.769 -0.193 -2.572 -0.416 -0.027 -0.908 0.28
H -2.210 -1.030 -2.897 -0.233 0.112 -0.004 0.26
H -2.288 0.770 -2.920 -0.217 -0.134 0.001 0.26
H -4.338 -1.386 -0.391 -0.678 -0.613 0.199 0.29
H -3.294 -1.537 1.066 -0.197 -0.077 -0.130 0.29
H -2.919 -2.488 -0.430 -0.311 0.089 0.066 0.26
H -4.446 0.996 -0.429 -0.733 0.557 0.182 0.29
H -3.137 2.223 -0.527 -0.311 -0.114 0.078 0.26
H -3.416 1.308 1.014 -0.199 0.065 -0.124 0.30
H 1.785 -4.175 -0.436 0.680 -0.461 0.018 0.29
H 2.347 -2.909 0.721 0.076 -0.274 -0.143 0.28
H 2.483 -2.636 -1.060 0.033 -0.321 0.067 0.26
H -0.726 -4.528 0.410 -0.298 -0.646 0.457 0.28
H -1.640 -3.186 1.207 0.267 -0.323 0.063 0.27
H 0.009 -3.649 1.808 -0.254 -0.272 0.111 0.29
H -0.139 -4.039 -1.995 -0.252 -0.371 -0.693 0.29
H 0.033 -2.391 -2.697 -0.108 -0.301 0.141 0.25
H -1.530 -2.900 -1.955 0.225 -0.237 -0.119 0.26
H 1.465 4.276 -0.556 0.673 0.515 -0.006 0.29
H 2.270 2.775 -1.149 0.007 0.332 0.064 0.26
H 2.136 3.088 0.627 0.062 0.285 -0.140 0.28
H -0.841 4.504 0.467 -0.359 0.634 0.480 0.28
H -0.374 3.435 1.847 -0.233 0.260 -0.040 0.29
H -1.944 3.163 0.978 0.236 0.328 0.137 0.27
H -0.494 3.997 -2.042 -0.293 0.344 -0.710 0.29
H -1.759 2.720 -2.004 0.220 0.259 -0.113 0.26
H -0.152 2.376 -2.749 -0.134 0.290 0.127 0.25
C 0.906 0.099 -6.491 -1.126 -0.049 0.525 -0.14
C 2.001 -0.090 -5.630 1.642 -0.084 0.233 -0.16
C 3.308 -0.032 -6.131 -1.052 -0.203 1.284 -0.19
C 3.535 0.213 -7.494 -0.047 0.069 -0.386 0.00
C 2.442 0.401 -8.355 -1.076 0.048 -0.106 -0.16
C 1.135 0.345 -7.859 0.661 0.209 -1.245 -0.17
Se -0.903 0.038 -5.869 1.529 -0.003 -0.421 0.53
H -0.526 -0.236 -4.453 0.020 0.063 -0.447 0.03
H 1.831 -0.283 -4.571 0.126 0.031 -0.294 0.19
H 4.156 -0.179 -5.454 -0.349 0.053 -0.299 0.26
H 4.555 0.258 -7.883 -0.322 -0.018 0.113 0.27
H 2.606 0.593 -9.420 -0.082 -0.077 0.408 0.28
H 0.288 0.491 -8.530 0.265 -0.025 0.062 0.27
O -0.615 0.011 2.428 2.096 0.017 -0.491 -0.87
H 0.000 -0.787 2.432 -1.022 1.353 0.711 0.50
H 0.027 0.791 2.430 -1.110 -1.381 0.701 0.50
```
Positions in Å, forces in eV/Å.

The value obtained for the HOMO energy (alpha / beta) is -0.744 / -0.693 Eh. Its orbital gap (alpha / beta) is 6.91 / 4.68 eV. For the LUMO energy (alpha / beta), the calculation gives -13.34 / -14.18 eV. As for the charge: +4.



Here are the calculated energy numbers, same order: -1382.5676 -344.5148 -2417.8445 -707.2420 -3655.0133 -1008.9039 -4363.0461 (Eh).
Here are the calculated energy relative to the best compared isomer or geometry (same formula, charge and spin) numbers, same order: 2.844 2.371 3.093 1.703 0.106 1.443 1.701 (eV).